1.
Here is a structure of composition C20H42BrClN4O4Si2 at a distorted geometry from the OMol25 dataset. Energies are from ωB97M-V/def2-TZVPD.

Lowest unoccupied orbital energy: -0.0464 Eh
HOMO: -5.05 eV
Frontier orbital gap: 3.79 eV

Atoms and positions in Å:
C 1.74223 -4.54191 3.31237
C 1.21038 -4.13343 4.71781
C 0.96242 -2.63298 4.82308
O -0.44262 -2.26615 4.73141
N -0.77229 -1.84739 3.48182
C -1.35296 -2.75089 2.60259
O -1.63906 -4.00092 2.91521
C -2.83018 -4.02586 3.77925
C -4.02321 -4.65348 3.10554
O -3.79499 -6.00437 2.80267
C -4.60812 -6.48934 1.73919
C -3.78497 -6.52956 0.42866
C -1.52658 -2.06066 1.46686
C -2.08584 -2.54443 0.17081
C -1.15717 -3.51470 -0.53616
O -1.33346 -4.70053 -0.52528
Cl 0.23838 -2.86890 -1.43857
N -1.06590 -0.76925 1.68523
N -1.10943 0.16060 0.64279
C 0.15124 0.91381 0.44191
C 1.42303 0.04856 0.40534
C -0.62866 -0.66408 2.93348
Br 0.05447 0.84019 3.77949
H 1.41516 -3.79674 2.58596
H 2.82719 -4.60870 3.34418
H 1.37295 -5.52211 3.01606
H 2.00488 -4.36557 5.42849
H 0.34615 -4.72770 5.00960
H 1.54435 -2.06805 4.09260
H 1.30413 -2.29330 5.80022
H -2.62316 -4.57364 4.69617
H -3.10888 -3.00190 4.02962
H -4.86293 -4.59648 3.81738
H -4.35616 -4.08776 2.22476
H -4.96139 -7.49301 1.96910
H -5.50295 -5.87539 1.59738
H -2.73874 -6.44086 0.70916
H -3.93375 -7.49519 -0.05179
H -4.04364 -5.71010 -0.23802
H -2.29502 -1.66961 -0.44502
H -3.04569 -3.01878 0.36465
H -1.85630 0.82638 0.81648
H 0.22605 1.75255 1.13131
H 0.06122 1.37932 -0.54077
H 1.75414 -0.14768 -0.60962
H 2.21329 0.63932 0.87207
H 1.36136 -0.88053 0.97680
C 3.41445 4.00915 -0.99681
Si 2.79343 4.37085 -2.75618
C 1.81746 2.83971 -3.30375
C 4.32616 4.51968 -3.85529
N 1.86217 5.76314 -2.71328
Si 1.10176 6.44833 -4.05126
C -0.18756 5.31133 -4.85249
C 2.30689 7.00234 -5.40187
C 0.17375 7.99889 -3.48771
H 4.02863 3.09866 -0.98117
H 4.02246 4.83712 -0.62936
H 2.56942 3.86326 -0.31667
H 2.39240 1.92504 -3.09674
H 1.60845 2.85677 -4.37431
H 0.86856 2.77230 -2.76413
H 4.86614 5.44143 -3.63414
H 4.06473 4.51172 -4.91484
H 5.01170 3.67885 -3.68544
H 0.28172 4.49287 -5.40303
H -0.80448 5.86898 -5.56805
H -0.85059 4.88746 -4.09523
H 3.12503 7.58171 -4.97048
H 1.79795 7.63531 -6.13933
H 2.72799 6.15241 -5.94292
H 0.86618 8.72277 -3.05347
H -0.58060 7.74421 -2.73985
H -0.33316 8.47688 -4.33443

2.
Here is a structure of composition C20H42CeNP3S at a distorted geometry from the OMol25 dataset. Energies are from ωB97M-V/def2-TZVPD.

Lowest unoccupied orbital energy (spin up / spin down): -0.5534 / -0.5528 Eh
HOMO (spin up / spin down): -19.73 / -19.73 eV
Frontier orbital gap (spin up / spin down): 4.67 / 4.68 eV
Charge: +4

Atoms and positions in Å:
Ce 0.38204 -0.13354 0.18173
P -1.50601 1.85259 0.88547
P -1.91126 -1.64719 1.90098
P 2.02658 1.88859 -0.64240
H -1.88405 -4.09621 -0.80572
C -1.12869 -3.53202 -1.34645
C 0.09914 -3.40744 -0.82064
H 0.30688 -3.93466 0.12559
C -2.70056 1.94671 -0.50792
C -2.61181 1.95665 2.33522
C -0.80432 3.54186 0.93867
C -1.80441 -3.46705 2.12984
C -2.40358 -1.26791 3.63830
C -3.56735 -1.53208 1.07830
C 3.58215 1.02696 -1.13319
C 2.68507 3.29515 0.29812
C 1.34792 2.76010 -2.11875
H -1.46553 -3.02486 -2.26534
H 0.92930 -2.83404 -1.30900
H -3.35416 2.82015 -0.35132
H -3.29822 1.02019 -0.55899
H -2.14875 2.05387 -1.45704
H -3.05620 2.96610 2.35226
H -2.00988 1.81050 3.24601
H -3.40977 1.19970 2.30188
H -1.59377 4.24515 1.24838
H -0.40129 3.84261 -0.03783
H 0.00191 3.55279 1.68735
H -2.82066 -3.87126 2.22987
H -1.25358 -3.69824 3.05497
H -1.33207 -3.94104 1.25645
H -3.32072 -1.81735 3.89378
H -2.58409 -0.19670 3.79217
H -1.61948 -1.62515 4.32160
H -4.25797 -2.28286 1.48267
H -3.43988 -1.71992 0.00449
H -4.02261 -0.54741 1.24661
H 3.91798 1.46134 -2.08662
H 3.46317 -0.06345 -1.24110
H 4.32444 1.16518 -0.33772
H 3.16878 4.00748 -0.39139
H 3.40040 2.92015 1.04438
H 1.86868 3.77482 0.86494
H 2.22494 3.11030 -2.69805
H 0.67298 3.57206 -1.78655
H 0.72528 2.12115 -2.76646
C 1.37372 -1.22791 -4.33113
C 0.75852 -0.63867 -5.45403
C 1.02095 -1.14047 -6.72501
C 1.80846 -2.28459 -6.89251
C 2.28642 -2.96504 -5.75788
C 2.08320 -2.44481 -4.47796
S 1.41900 -0.28906 -2.91275
H 0.72825 -0.86460 -1.63872
H 0.15027 0.25042 -5.28841
H 0.57151 -0.63876 -7.58283
H 2.02344 -2.65804 -7.89576
H 2.83652 -3.89770 -5.89153
H 2.43590 -2.97070 -3.59208
C 1.94281 1.06830 5.73802
C 0.65347 0.54720 5.07519
C 0.70265 0.49667 3.63805
N 0.73750 0.15483 2.50795
H 2.75845 0.35943 5.59633
H 1.77351 1.14754 6.82002
H 2.25940 2.06131 5.39039
H 0.48026 -0.49826 5.41468
H -0.22115 1.16115 5.38241

3.
Here is a cluster of 5 separate species, C20H42Cl8N2O6P in total at a distorted geometry from the OMol25 dataset. Energies are from ωB97M-V/def2-TZVPD.

Lowest unoccupied orbital energy: -0.0883 Eh
HOMO: -12.25 eV
Frontier orbital gap: 9.84 eV
Charge: +1

Atoms and positions in Å:
C -0.80282 4.23790 6.27484
C 0.03424 3.42024 5.33079
O 0.67480 2.48767 5.71267
O 0.03910 3.81278 4.02369
C -0.38833 2.80066 3.11418
C 0.40536 2.89248 1.82667
C -0.18943 2.02622 0.71756
C 0.27361 0.55447 0.79286
C 0.99105 0.09490 -0.48046
C 0.05885 -0.47112 -1.56750
P -0.28230 -2.22759 -1.38983
C 1.27759 -3.15395 -1.64281
N 1.50511 -3.34710 -3.08959
C -1.41779 -2.78884 -2.68056
C -2.77353 -2.06665 -2.78357
C -3.42559 -1.74208 -1.44139
N -3.36346 -0.43312 -0.87191
O -3.98989 -2.61117 -0.84238
C -0.88973 -2.72495 0.25645
O 0.14842 -3.27840 1.02634
C -0.39732 -4.03748 2.07555
O -1.14008 -3.19813 2.90327
C -2.15407 -3.85980 3.66763
C -3.50959 -3.24263 3.36135
O -4.39659 -3.60647 4.40437
H -0.15730 4.94747 6.79009
H -1.23195 3.57123 7.01554
H -1.57128 4.75598 5.70703
H -0.27580 1.80288 3.54510
H -1.45732 2.92574 2.90941
H 0.43625 3.94467 1.53324
H 1.43946 2.60587 2.03661
H -1.27537 2.06522 0.85724
H 0.01736 2.45571 -0.26415
H 0.97919 0.45882 1.62006
H -0.57969 -0.07208 1.05408
H 1.82481 -0.57348 -0.27360
H 1.45174 0.98276 -0.91661
H 0.57127 -0.36771 -2.52873
H -0.85397 0.11281 -1.67395
H 2.11710 -2.66260 -1.16095
H 1.11088 -4.13233 -1.18433
H 0.86272 -4.06087 -3.42148
H 2.41527 -3.78625 -3.19939
H -1.53475 -3.86616 -2.54729
H -0.87395 -2.64858 -3.61659
H -2.73760 -1.18075 -3.41663
H -3.45205 -2.76229 -3.27599
H -3.53012 0.28420 -1.56896
H -2.49123 -0.26138 -0.39005
H -1.41360 -1.91254 0.76074
H -1.66200 -3.48756 0.07762
H 0.43358 -4.47646 2.63434
H -0.99458 -4.87298 1.68034
H -2.17997 -4.93594 3.49308
H -1.94776 -3.65576 4.71766
H -3.41177 -2.15383 3.36494
H -3.87247 -3.54318 2.37499
H -5.16850 -4.05481 4.05145
C 1.65088 -0.27885 -5.95783
Cl 0.66921 1.15549 -5.60008
Cl 1.45250 -1.54420 -4.71265
H 1.34631 -0.67614 -6.91917
H 2.69258 0.01673 -5.98784
C 4.54354 1.84847 -4.34610
Cl 4.35142 2.08796 -6.08709
Cl 5.75787 0.62100 -3.97225
H 4.84677 2.78704 -3.90100
H 3.59191 1.52867 -3.93458
C 4.18975 2.57491 0.26353
Cl 5.01016 3.25584 -1.14028
Cl 4.23085 0.80118 0.26636
H 4.68411 2.92880 1.16020
H 3.15433 2.89870 0.25009
C 0.08325 5.74928 -0.83265
Cl 1.15422 4.47168 -1.44395
Cl -0.51512 6.77412 -2.13215
H -0.76132 5.28266 -0.33829
H 0.64260 6.35865 -0.13274

4.
Here is the ion C20H42FN5OP with charge +1 at a distorted geometry from the OMol25 dataset. Energies are from ωB97M-V/def2-TZVPD.

Lowest unoccupied orbital energy: -0.1362 Eh
HOMO: -11.69 eV
Frontier orbital gap: 7.98 eV
Relative energy (zero: lowest compared OMol25 entry of this formula, charge and spin): 10.005 eV
Charge: +1

Atoms and positions in Å:
C 4.41592 -0.90217 4.97017
C 3.19210 -1.88348 4.41958
C 3.53484 -2.63024 3.00098
C 3.16836 -1.65764 1.71655
C 1.83674 -2.17080 0.86628
N 1.92822 -1.54522 -0.49652
C 2.63615 -2.43280 -1.54436
C 4.19644 -1.90808 -1.84453
C 5.34112 -2.98384 -1.34649
F 5.15848 -4.34385 -1.90387
C 1.46072 -0.32886 -0.89083
N 1.64083 0.00173 -2.35492
C 0.96612 1.34295 -2.40583
P 0.90896 2.11426 -4.12793
N 2.38778 2.04281 -4.85345
N 0.47858 1.67962 -1.02637
C -0.25832 2.98705 -0.96537
C -1.87384 2.83577 -0.55600
C -2.65632 1.69054 -1.44061
C -4.11720 2.37804 -1.87532
C -5.37313 1.28789 -1.77776
O -5.76942 1.29144 -0.33620
C -6.77399 0.21706 -0.14493
N 0.77772 0.71877 -0.02891
C 0.44562 0.80696 1.42610
C -1.14705 0.33114 1.61871
C 0.73207 2.29924 2.13002
C 2.20515 2.91697 1.76130
H 5.37770 -0.95566 4.29971
H 4.72297 -1.28447 6.05117
H 4.05014 0.21817 5.10329
H 2.27222 -1.15520 4.21191
H 2.92888 -2.73094 5.19682
H 3.04320 -3.68315 2.86005
H 4.71713 -2.78226 2.96979
H 4.08124 -1.78193 0.95726
H 3.13831 -0.51055 1.97998
H 1.91699 -3.36214 0.87263
H 0.81430 -1.95232 1.44319
H 2.79629 -3.53270 -1.10562
H 2.00820 -2.58681 -2.51920
H 4.38887 -1.70788 -2.98180
H 4.27268 -0.86143 -1.27507
H 5.44694 -3.06079 -0.18372
H 6.38479 -2.59263 -1.75608
H 0.40419 3.47275 -4.05158
H 0.00778 1.33152 -4.95960
H 2.65630 3.02526 -5.08264
H 0.17172 3.76019 -0.16295
H -0.27087 3.59112 -1.97669
H -2.04567 2.76568 0.60106
H -2.35242 3.87884 -0.88569
H -2.92365 0.71303 -0.85623
H -2.09848 1.49847 -2.46976
H -4.42784 3.26086 -1.13558
H -4.05009 2.88884 -2.94408
H -6.28821 1.79523 -2.34523
H -5.10044 0.22520 -2.18449
H -7.34229 0.46734 0.87249
H -7.53020 0.31126 -1.04012
H -6.20203 -0.81056 -0.10229
H 1.04517 0.09370 2.14781
H -1.17445 -0.60262 2.36178
H -1.48486 -0.07866 0.57650
H -1.82462 1.17080 2.06895
H 0.61148 2.10477 3.30174
H -0.17596 3.02520 1.85854
H 2.77417 2.35531 0.90527
H 2.84266 2.87321 2.76929
H 2.02860 4.07392 1.52575

5.
Here is a structure of composition C20H43BrInNO7PS3 at a distorted geometry from the OMol25 dataset. Energies are from ωB97M-V/def2-TZVPD.

Lowest unoccupied orbital energy: 0.0706 Eh
HOMO: -4.62 eV
Frontier orbital gap: 6.54 eV
Charge: -1

Atoms and positions in Å:
C -2.36761 4.54266 -2.28303
C -3.32932 3.23530 -2.68864
N -2.38536 2.15637 -3.17164
C -2.39567 2.00667 -4.68523
C -1.82313 3.30431 -5.50657
C -2.81819 0.76482 -2.67026
S -4.42649 0.22097 -2.58235
S -1.36691 -0.37301 -2.17586
C -2.04180 -1.97694 -1.43211
C -0.74500 -2.68451 -0.65991
C -1.18697 -3.26677 0.80717
In 0.12803 -2.21727 2.35474
S 2.33196 -1.49739 1.39369
P -1.12391 -0.19564 3.23126
O -2.71827 -0.77536 3.73601
Br -1.39881 1.40900 1.58432
H -1.27819 4.14656 -2.04687
H -2.83325 4.99338 -1.29441
H -2.38174 5.38539 -3.10117
H -3.79059 2.88024 -1.64746
H -4.18621 3.51821 -3.43464
H -3.46349 1.63491 -5.03846
H -1.64831 1.10675 -4.92215
H -2.29890 4.28411 -5.06150
H -2.20702 3.22192 -6.62803
H -0.63547 3.31650 -5.43948
H -2.46169 -2.64732 -2.31392
H -2.93891 -1.79556 -0.67759
H -0.29619 -3.47408 -1.39759
H 0.05807 -1.83987 -0.51063
H -2.30546 -3.00353 1.10478
H -0.95430 -4.41577 0.83510
H 0.36410 -3.35893 3.72116
H 2.84087 -0.44169 2.21570
H -2.92394 -1.51044 3.05941
O 3.24431 -5.96971 5.52196
C 3.93770 -4.95359 5.48696
O 3.65504 -3.96504 4.60857
C 4.29781 -2.67700 4.59353
C 5.61562 -2.73636 3.84787
C 5.15347 -4.83142 6.35584
H 4.40240 -2.28036 5.60923
H 3.61816 -1.99868 4.06671
H 6.32098 -3.42203 4.32492
H 6.07725 -1.74639 3.79838
H 5.46116 -3.10590 2.82821
H 5.97662 -5.38940 5.89915
H 4.92442 -5.25792 7.33604
H 5.46813 -3.80502 6.53639
O 2.10169 3.82163 5.09962
C 1.02794 4.33376 4.78450
O 0.80592 5.64791 5.01350
C -0.34267 6.37669 4.54229
C -1.52529 6.18551 5.47020
C -0.07934 3.49454 4.22095
H -0.57191 6.11597 3.50337
H -0.05739 7.43413 4.53847
H -1.83230 5.13767 5.52529
H -2.38063 6.77804 5.13420
H -1.26364 6.48883 6.48984
H -0.58600 2.97472 5.03983
H 0.35463 2.76028 3.53707
H -0.81015 4.05581 3.64131
O -0.17918 0.22845 -6.50162
C -0.22167 -0.98636 -6.30938
O 0.87446 -1.74921 -6.52217
C 0.97921 -3.14306 -6.17771
C 0.36685 -4.01603 -7.25432
C -1.50779 -1.65067 -5.91881
H 0.55616 -3.33343 -5.18540
H 2.04950 -3.36335 -6.10342
H -0.70005 -3.81424 -7.38189
H 0.49065 -5.07482 -7.01096
H 0.84059 -3.81784 -8.22201
H -2.12534 -1.78669 -6.81191
H -2.03134 -1.00436 -5.20935
H -1.37793 -2.60906 -5.41908

6.
Here is a structure of composition C20H43Cl3NO11PSi2 at a distorted geometry from the OMol25 dataset. Energies are from ωB97M-V/def2-TZVPD.

Lowest unoccupied orbital energy: -0.0010 Eh
HOMO: -8.20 eV
Frontier orbital gap: 8.17 eV

Atoms and positions in Å:
C -8.30480 0.21769 0.86326
C -6.78164 0.05467 0.44885
Cl -5.76909 1.47823 0.03403
C -6.23502 -1.21969 0.40691
Cl -7.37272 -2.60021 0.78821
Si -4.45265 -1.69983 -0.02610
O -4.37468 -1.81528 -1.75174
Cl -2.97179 -0.33433 0.59726
O -4.21781 -3.30823 0.54297
Si -3.74723 -3.39161 2.20657
N -2.52886 -4.71769 2.31059
P -5.33183 -3.93787 3.63743
C -6.40586 -5.31906 2.88599
O -6.30955 -2.52630 3.90065
H -8.52577 1.31759 0.85434
H -8.45046 -0.12855 1.93326
H -8.99008 -0.40804 0.23544
H -3.65245 -1.25030 -2.07814
H -3.09037 -2.18979 2.72350
H -2.18589 -4.65980 3.28428
H -1.71750 -4.41794 1.75446
H -7.36077 -4.93861 2.43353
H -5.79656 -5.95869 2.17713
H -6.71171 -5.97336 3.76130
H -5.78936 -1.73374 3.67031
O 1.59189 3.23441 2.56290
C 0.97621 3.29645 1.52855
O 0.04342 2.36979 1.24823
C -0.88213 2.46775 0.15845
C -0.28520 1.90715 -1.11531
C 1.30012 4.34044 0.49632
H -1.24127 3.49169 0.03762
H -1.74816 1.86820 0.44285
H 0.59300 2.47403 -1.43015
H -1.01770 1.92772 -1.92498
H 0.04080 0.87604 -0.96147
H 2.10460 3.97645 -0.14385
H 1.63443 5.24137 1.01114
H 0.44647 4.63556 -0.11145
O -8.85675 -4.65904 -2.79697
C -7.83197 -4.60768 -3.42898
O -7.78043 -5.13662 -4.66454
C -6.68940 -4.94533 -5.57303
C -5.60265 -5.97529 -5.34554
C -6.57545 -4.04611 -2.82340
H -6.31301 -3.92166 -5.52517
H -7.10403 -5.07498 -6.57423
H -5.16769 -5.88536 -4.34829
H -4.80441 -5.86150 -6.08181
H -6.01213 -6.98457 -5.42355
H -6.05637 -4.83297 -2.27547
H -6.85272 -3.25232 -2.12974
H -5.90274 -3.59448 -3.55007
O 5.17265 5.98955 -2.48713
C 5.74826 5.45580 -1.57192
O 5.09953 4.57017 -0.79919
C 5.73809 3.72864 0.17293
C 5.86344 4.43689 1.50584
C 7.15934 5.83551 -1.21695
H 6.69516 3.35710 -0.19631
H 5.09290 2.85604 0.29063
H 6.49520 5.32456 1.43013
H 6.29285 3.77022 2.25640
H 4.88389 4.77314 1.85325
H 7.14275 6.69517 -0.54652
H 7.68255 6.10794 -2.13382
H 7.73061 5.02436 -0.76762
O 8.86359 2.44653 -0.66139
C 9.43489 1.90972 0.25532
O 8.78093 1.02223 1.02093
C 9.41367 0.17846 1.99291
C 9.53459 0.88084 3.32914
C 10.84384 2.28965 0.61794
H 10.37241 -0.19279 1.62607
H 8.76692 -0.69349 2.10213
H 10.16775 1.76761 3.26032
H 9.95965 0.21078 4.07876
H 8.55413 1.21678 3.67303
H 10.82342 3.14730 1.29052
H 11.37127 2.56512 -0.29563
H 11.41370 1.47877 1.06805